(1)
A 7-piece molecular cluster, C19H37IO29P2S6 overall in a non-equilibrium geometry, computed with the ωB97M-V functional and the def2-TZVPD basis.

The structure (SMILES) is CCO[C@]1(P(C)O)C(=O)OC[C@H]1P(O)I.O=S1(=O)OCCO1.O=S1(=O)OCCO1.O=S1(=O)OCCO1.O=S1(=O)OCCO1.O=S1(=O)OCCO1.O=S1(=O)OCCO1. The value obtained for the total energy is -6297.510915 Eh. As for the highest occupied orbital energy: -8.4420 eV.

```
94
Properties=species:S:1:pos:R:3:forces:R:3:lowdin_charge:R:1
C 0.81362 6.11066 0.15897 -0.2 -0.5 0.7 -0.056
C -0.70923 6.28478 0.25118 0.6 1.1 -0.1 -0.235
O -1.45928 5.52121 -0.69994 0.4 -0.2 0.9 -0.153
C -1.85276 4.22528 -0.27192 -1.9 -1.0 -1.1 -0.515
P -3.32189 4.59639 0.82457 0.5 0.9 1.6 0.944
C -4.33051 5.67373 -0.25214 -0.1 -1.0 -0.1 -0.241
O -4.26958 3.27170 1.06932 0.2 0.1 -0.5 -0.307
C -0.72166 3.29791 0.20220 0.0 1.6 -0.8 -0.496
O -0.59239 2.68429 1.20980 0.3 -0.1 0.4 0.145
O 0.13920 3.26116 -0.85922 0.5 -0.6 0.1 0.005
C -0.55752 3.56996 -2.07332 -1.2 -1.1 -0.9 -0.194
C -2.05718 3.47938 -1.62764 0.5 0.7 0.2 -0.383
P -2.22266 1.59779 -1.58161 0.8 -0.6 -0.2 0.559
O -2.96671 1.17842 -0.20377 -0.5 0.4 0.0 -0.361
I -3.80060 1.16230 -3.43799 -0.2 0.2 0.3 0.423
H 1.29993 7.03188 0.48513 0.0 0.0 -0.2 0.079
H 1.16588 5.80097 -0.82343 -0.1 0.2 0.0 0.078
H 1.12309 5.35070 0.88438 0.2 -0.1 -0.3 0.073
H -1.01954 6.12899 1.28748 -0.3 -0.3 -0.2 0.104
H -0.93566 7.33166 0.03174 -0.2 -0.2 -0.2 0.122
H -4.44098 5.27693 -1.26472 0.0 0.3 0.0 0.050
H -5.31423 5.70440 0.22316 0.0 0.0 0.0 0.048
H -3.90507 6.67220 -0.23372 0.0 -0.1 -0.2 0.012
H -4.09181 2.98980 1.97481 -0.1 -0.1 -0.2 0.045
H -0.43660 2.75454 -2.79806 0.7 0.0 0.2 0.095
H -0.24947 4.47878 -2.58158 0.0 0.3 0.6 0.133
H -2.74349 3.99262 -2.29950 0.0 0.0 0.1 0.097
H -2.49437 0.44550 0.21270 0.0 0.0 -0.2 0.060
O -0.72126 -2.58001 4.56420 0.1 -0.1 0.1 -0.220
S 0.34868 -2.42107 3.64394 0.0 0.3 -0.1 0.614
O 1.05658 -3.52041 3.10518 -1.6 0.1 0.2 -0.232
O 1.39796 -1.38798 4.27952 -0.3 0.1 0.0 -0.184
C 1.58745 -0.26985 3.40343 0.3 0.0 -0.4 -0.156
C 0.27505 -0.13740 2.66361 -0.2 0.3 0.2 -0.173
O -0.14043 -1.49071 2.43057 0.3 -0.1 0.0 -0.190
H 2.40865 -0.50326 2.72262 0.0 0.0 0.0 0.135
H 1.83385 0.62069 3.97531 -0.1 -0.1 0.2 0.136
H 0.37548 0.39769 1.72393 -0.1 -0.2 -0.1 0.117
H -0.48197 0.35224 3.28005 0.0 0.1 0.0 0.134
O -4.04538 8.93966 -3.30649 0.2 -0.1 0.1 -0.207
S -4.73848 8.95381 -2.07108 -0.3 0.1 -0.1 0.595
O -4.06199 8.88401 -0.82640 0.2 0.1 -0.1 -0.227
O -5.87074 7.82172 -2.12111 0.0 0.2 -0.2 -0.201
C -7.16144 8.40128 -1.89066 -0.2 0.1 0.4 -0.158
C -7.04005 9.81842 -2.40877 -0.1 -0.1 -0.5 -0.160
O -5.71591 10.22073 -2.03415 0.0 -0.2 0.3 -0.183
H -7.35882 8.38380 -0.81686 0.0 0.0 0.0 0.135
H -7.92763 7.83096 -2.40869 0.2 -0.1 -0.1 0.137
H -7.77620 10.48898 -1.97487 0.2 0.1 0.1 0.136
H -7.11281 9.85374 -3.49772 0.0 0.0 0.0 0.135
O 3.26932 -3.88878 2.86067 1.2 -0.1 -0.3 -0.233
S 3.65017 -4.75547 1.81104 0.4 -0.3 0.2 0.604
O 3.15710 -4.59837 0.48655 0.0 0.1 0.0 -0.227
O 3.37749 -6.26394 2.28672 0.1 0.2 0.1 -0.192
C 4.58740 -7.03212 2.22158 0.2 -0.2 -0.4 -0.152
C 5.69236 -6.02478 2.44542 -0.1 0.0 0.3 -0.163
O 5.24857 -4.84742 1.74237 -0.2 -0.3 -0.4 -0.183
H 4.65267 -7.48549 1.22914 0.0 0.0 0.0 0.125
H 4.57837 -7.81539 2.97468 -0.2 0.1 0.1 0.139
H 6.65020 -6.35933 2.05818 0.0 0.2 -0.1 0.140
H 5.79363 -5.77585 3.49382 0.0 0.0 0.0 0.094
O 7.25318 -6.29656 4.88920 0.2 -0.3 0.1 -0.231
S 7.57193 -6.80228 6.18017 -0.1 0.2 0.3 0.613
O 8.34007 -7.97889 6.34719 0.1 0.0 -0.2 -0.203
O 6.20929 -6.93241 7.00636 0.0 0.3 -0.2 -0.183
C 6.28547 -6.16133 8.21376 0.2 -0.1 0.4 -0.156
C 7.23003 -5.02724 7.87854 -0.3 0.3 -0.2 -0.158
O 8.23107 -5.63363 7.04742 0.0 -0.3 0.2 -0.181
H 6.68790 -6.79891 9.00297 0.0 0.0 0.0 0.135
H 5.29758 -5.81114 8.49982 -0.1 -0.1 -0.2 0.138
H 7.68657 -4.58522 8.75928 0.2 -0.1 -0.1 0.137
H 6.72997 -4.24893 7.29848 0.0 0.0 0.0 0.136
O -3.65367 3.34059 -10.29350 0.1 0.0 -0.2 -0.217
S -2.79116 2.52571 -9.51756 -0.1 -0.1 0.2 0.600
O -1.39434 2.48135 -9.74996 0.0 0.2 -0.1 -0.215
O -3.37589 1.03304 -9.52076 -0.2 0.2 0.1 -0.188
C -3.62052 0.59304 -8.17889 0.3 -0.2 0.3 -0.162
C -3.92815 1.86105 -7.41322 -0.5 0.0 -0.1 -0.180
O -3.03434 2.83608 -7.96435 0.2 -0.3 0.0 -0.188
H -2.71540 0.11032 -7.80479 0.0 0.0 0.0 0.135
H -4.44329 -0.11662 -8.15990 0.0 0.0 -0.2 0.135
H -3.76286 1.75642 -6.34415 0.2 0.2 -0.1 0.032
H -4.95240 2.19623 -7.59228 0.0 0.0 0.0 0.136
O 1.72103 -10.95669 0.02312 0.1 -0.2 -0.1 -0.220
S 1.54001 -10.21924 -1.17499 0.0 0.3 0.1 0.599
O 1.09641 -10.83553 -2.37139 -0.1 -0.1 0.1 -0.217
O 2.89196 -9.40734 -1.46813 -0.1 0.0 0.3 -0.191
C 2.61583 -8.00236 -1.55692 -0.1 0.2 -0.4 -0.160
C 1.41593 -7.79581 -0.66196 0.2 0.2 0.5 -0.159
O 0.60104 -8.95744 -0.87748 0.2 -0.1 -0.4 -0.184
H 2.38628 -7.76223 -2.59683 0.0 0.0 0.0 0.135
H 3.47830 -7.42431 -1.23558 0.1 -0.2 0.1 0.127
H 0.86282 -6.89424 -0.90768 -0.2 -0.1 -0.1 0.140
H 1.70295 -7.76950 0.39140 0.0 0.1 0.0 0.127
```
Forces are in eV/Å.



(2)
A 2-piece molecular cluster, C19H37NO5 overall in a non-equilibrium geometry, computed with the ωB97M-V functional and the def2-TZVPD basis.

The value obtained for the total energy is -1176.820905 Eh. As for the highest occupied orbital energy: -5.7899 eV. For the energy above the lowest of the compared OMol25 structures with the same formula, charge and spin, the calculation gives 7.399 eV.

```
62
Properties=species:S:1:pos:R:3:forces:R:3:lowdin_charge:R:1
C 1.57036 1.80235 1.70161 0.1 0.0 0.8 0.058
C 0.69243 2.40639 1.12185 -0.3 1.0 -0.9 -0.144
C -0.33081 3.33681 0.41851 -0.1 -0.1 1.4 -0.193
C -1.86202 2.96661 0.73732 0.1 0.7 -1.0 -0.181
C -2.47135 1.88340 -0.24929 0.3 0.2 0.6 -0.114
C -2.39705 0.38203 0.25103 -1.1 0.1 0.2 -0.334
C -2.82743 0.19018 1.76576 0.2 -0.3 -0.3 -0.123
O -2.71796 -1.19826 2.19069 -0.5 1.6 0.9 -0.156
C -3.37210 -1.25396 3.46918 0.1 -1.4 0.4 -0.239
C -2.73741 -2.46027 4.30105 0.2 0.7 0.0 -0.161
C -1.52053 -1.84419 5.13870 -0.6 -1.5 -0.1 -0.229
C -0.99370 -2.80487 6.28931 0.2 1.0 -0.1 -0.262
C 0.44179 -2.27961 6.74178 -0.3 0.0 -0.2 -0.137
O -1.01908 -0.03954 0.17236 -0.4 -0.3 -0.8 -0.152
C -0.69345 -0.62244 -1.08313 1.6 -0.5 -0.4 -0.122
C -3.37522 -0.45300 -0.73204 -2.2 -3.2 -1.4 -0.616
O -3.63878 0.05442 -1.86272 1.1 0.8 1.2 -0.090
O -3.86550 -1.62117 -0.42648 2.0 3.0 0.6 -0.089
H 2.28017 1.33435 2.42476 -1.1 0.6 -1.3 0.042
H -0.14532 3.46364 -0.68999 -0.2 -0.5 1.2 0.101
H -0.19002 4.37622 0.86130 0.2 -1.3 -0.5 0.109
H -1.99879 2.75346 1.83122 0.3 0.1 -1.1 0.101
H -2.42912 3.93472 0.53822 0.7 -1.1 0.3 0.108
H -3.53029 2.15980 -0.50205 1.0 -0.4 0.3 0.123
H -1.87928 1.96396 -1.21656 -0.9 -0.3 1.0 0.114
H -3.91191 0.50249 1.92341 1.3 0.0 -0.4 0.149
H -2.13952 0.76064 2.47620 -0.8 -0.3 -1.0 0.124
H -4.48463 -1.39866 3.33645 1.0 0.2 0.0 0.128
H -3.20771 -0.29779 4.05402 -0.2 -0.9 -0.6 0.107
H -2.37376 -3.26542 3.59033 -0.4 1.1 0.7 0.120
H -3.50045 -2.97063 4.96970 0.8 0.8 -0.6 0.110
H -1.90320 -0.90374 5.62912 0.7 -0.8 -0.6 0.109
H -0.68059 -1.64860 4.40403 -1.0 0.1 0.9 0.115
H -0.97979 -3.88813 5.97648 0.1 1.2 0.2 0.103
H -1.70856 -2.69232 7.16085 0.8 -0.4 -0.9 0.103
H 0.94353 -1.73182 5.88777 -0.5 -0.7 0.9 0.062
H 0.30708 -1.51929 7.56490 0.3 -0.9 -0.7 0.069
H 1.13120 -3.11400 7.05630 -0.8 0.9 -0.1 0.064
H -1.01356 -1.71091 -1.16508 -0.1 1.4 0.0 0.113
H 0.45143 -0.65538 -1.12414 -1.2 0.1 0.2 0.073
H -1.00974 -0.00828 -1.97907 -0.1 -0.7 1.0 0.091
C 1.79305 0.52807 -5.36387 0.0 -0.4 -0.1 0.021
N 3.15785 0.03528 -4.92816 0.0 0.1 -0.2 -0.354
C 4.04826 -0.01152 -6.14558 -0.2 0.0 0.4 0.005
C 3.02938 -1.35333 -4.36581 0.0 0.3 0.0 0.024
C 3.79842 0.99407 -3.91964 -0.4 -0.1 0.0 -0.087
C 3.05255 1.12792 -2.60186 -0.4 0.0 0.2 -0.225
O 1.75082 1.63745 -2.81487 0.1 0.1 0.1 -0.069
H 1.50053 -0.02843 -6.25530 0.2 0.0 0.0 0.111
H 1.06950 0.33001 -4.57675 0.2 0.3 0.0 0.105
H 1.85911 1.59114 -5.59047 -0.1 -0.1 0.1 0.117
H 3.60938 -0.69518 -6.87126 0.0 0.1 0.1 0.109
H 5.03223 -0.36719 -5.84009 -0.1 0.1 -0.1 0.109
H 4.11605 0.99322 -6.56197 0.0 -0.1 0.0 0.113
H 2.33005 -1.33698 -3.53124 0.1 0.0 -0.1 0.106
H 4.01399 -1.68470 -4.03529 -0.1 0.0 0.0 0.116
H 2.64984 -2.00857 -5.14958 0.0 0.1 0.1 0.115
H 3.85671 1.96400 -4.41899 0.0 -0.1 0.0 0.141
H 4.81007 0.62687 -3.73611 -0.1 0.0 0.0 0.139
H 3.59631 1.82704 -1.95871 0.4 -0.2 -0.1 0.138
H 2.98793 0.17036 -2.07628 0.2 0.0 0.0 0.119
H 1.33844 1.75160 -1.94374 -0.1 -0.1 -0.2 0.092
```
Forces are in eV/Å.



(3)
C19H38Br2F4IN3O3P as an isolated structure, computed with the ωB97M-V functional and the def2-TZVPD basis.

The value obtained for the total energy is -7323.093174 Eh. Its net charge is +1. As for the highest occupied orbital energy: -11.1551 eV. For the energy above the lowest of the compared OMol25 structures with the same formula, charge and spin, the calculation gives 0.145 eV.

```
71
Properties=species:S:1:pos:R:3:forces:R:3:lowdin_charge:R:1
C -4.84719 2.24106 0.18301 0.1 0.0 0.0 -0.079
C -3.92311 3.02998 -0.75034 -0.3 0.1 0.0 -0.216
C -3.72350 2.37841 -2.10825 0.0 0.1 0.1 -0.436
F -4.93998 1.98793 -2.64068 0.1 0.0 0.0 -0.036
P -2.67517 0.85356 -2.08643 0.1 -0.2 0.0 1.030
C -1.97146 0.41998 -0.47517 0.3 -0.1 0.1 -0.254
C -1.98030 -1.11787 -0.30350 -0.1 0.4 0.0 -0.235
C -1.55586 -1.59907 1.08549 0.0 -0.3 -0.2 -0.827
F -0.31163 -1.14049 1.38433 -0.1 -0.1 0.0 0.022
Br -1.52003 -3.54335 0.96896 0.1 0.2 0.2 0.858
C -2.50462 -1.12407 2.21861 -0.1 0.1 0.2 -0.942
F -3.77895 -1.22573 1.78296 0.1 -0.1 0.0 0.041
F -2.26613 0.19638 2.42241 -0.1 -0.2 -0.1 0.034
Br -2.31486 -2.02442 3.90770 0.0 0.1 -0.2 0.854
C -1.34341 0.98583 -3.28404 0.1 0.1 0.0 -0.890
I -2.27384 0.97299 -5.21315 0.0 0.0 0.0 0.950
C -0.43072 2.20968 -3.01218 0.2 -0.2 0.0 -0.328
C 0.94437 1.76961 -2.50090 -0.2 0.2 0.0 -0.104
H -5.87987 2.31378 -0.15621 0.1 0.0 0.0 0.087
H -4.60259 1.17618 0.24408 0.0 0.1 0.0 0.059
H -4.78893 2.65043 1.19221 0.0 0.0 -0.1 0.090
H -2.94794 3.23872 -0.29732 0.0 -0.1 -0.1 0.117
H -4.37856 4.00629 -0.94698 0.1 -0.1 0.0 0.128
H -3.25179 3.06904 -2.81618 0.0 -0.1 0.0 0.121
H -3.51780 -0.18558 -2.48765 0.0 0.0 0.1 0.072
H -2.47934 0.94132 0.33162 -0.1 0.0 -0.1 0.073
H -0.93728 0.77941 -0.49058 -0.1 0.0 0.1 0.097
H -2.97197 -1.52622 -0.51044 0.1 0.0 0.0 0.104
H -1.28536 -1.56202 -1.02031 0.0 0.0 0.1 0.117
H -0.76157 0.06242 -3.21433 -0.1 0.0 -0.1 0.064
H -0.90055 2.89468 -2.29380 0.0 0.0 -0.1 0.099
H -0.31207 2.76472 -3.94387 -0.1 0.0 0.1 0.089
H 1.48101 1.21021 -3.26741 0.0 0.0 0.1 0.090
H 1.55357 2.63175 -2.23362 0.0 -0.1 -0.1 0.080
H 0.87408 1.14146 -1.60855 0.0 0.0 -0.1 0.064
C -6.18830 -4.10009 -3.14814 0.0 0.0 0.0 -0.010
C -4.69469 -4.32208 -3.23233 -0.1 0.0 0.1 -0.559
O -4.06603 -4.10333 -4.25220 0.0 0.1 0.0 0.032
N -4.06386 -4.76943 -2.11017 0.0 0.0 0.0 0.005
C -4.62232 -4.99487 -0.79056 0.2 0.2 -0.2 -0.084
H -6.52807 -3.74597 -4.11620 0.0 0.0 0.0 0.084
H -6.70990 -5.02598 -2.90401 0.0 0.0 0.0 0.089
H -6.43719 -3.35876 -2.38720 0.0 0.0 0.0 0.078
H -3.07847 -4.93586 -2.24402 0.0 0.0 0.0 0.133
H -4.11930 -4.33078 -0.08701 -0.2 -0.1 0.2 0.024
H -4.48765 -6.02706 -0.46539 0.0 0.0 0.0 0.090
H -5.68272 -4.76536 -0.79079 0.0 0.0 0.0 0.074
C 4.18543 0.74631 0.38813 -0.1 -0.1 -0.1 -0.009
C 4.57435 1.40037 -0.91374 0.2 0.0 0.0 -0.535
O 3.81130 1.48291 -1.87011 -0.1 0.0 0.1 0.006
N 5.83098 1.89874 -0.98790 0.0 0.0 0.0 0.014
C 6.87041 1.84648 0.02465 0.0 0.0 -0.1 -0.067
H 3.16424 0.38232 0.31027 0.0 0.0 -0.1 0.073
H 4.84295 -0.08936 0.62194 0.0 0.0 0.1 0.075
H 4.25176 1.45440 1.21398 0.0 0.0 0.0 0.086
H 6.04690 2.33248 -1.87183 0.0 0.0 0.0 0.140
H 7.17805 2.85263 0.31465 0.0 0.0 0.0 0.085
H 7.74436 1.31255 -0.35051 0.0 0.0 0.0 0.089
H 6.51148 1.32202 0.90583 0.0 0.0 0.0 0.049
C 7.13806 1.24729 4.28212 0.0 0.0 0.0 -0.004
C 6.03374 0.25703 3.99392 0.1 0.0 0.1 -0.538
O 5.87130 -0.22056 2.87996 0.0 0.1 0.0 0.015
N 5.22474 -0.09594 5.02342 0.0 0.0 0.0 0.010
C 5.27654 0.35241 6.40097 0.0 -0.1 0.0 -0.073
H 7.69186 1.41335 3.36325 0.0 0.0 0.0 0.077
H 6.73392 2.19701 4.63444 0.0 0.0 0.0 0.087
H 7.82005 0.86262 5.04070 0.0 0.0 0.0 0.088
H 4.52060 -0.77111 4.76998 0.0 0.0 0.0 0.140
H 5.44956 -0.48627 7.07641 0.0 0.0 0.0 0.086
H 4.34403 0.84113 6.68659 0.0 0.0 0.0 0.084
H 6.08522 1.06374 6.53142 0.0 0.0 0.0 0.071
```
Forces are in eV/Å.